DFT (wB97M-V/def2-TZVPD) results for a cluster of 4 separate species, C41H94BFN3O18P4 in total.

Properties
- Gap between HOMO and LUMO: 9.46 eV
- Total charge: +1
- F_max: 6.443 eV/A
- Spin multiplicity: 1
- DFT total energy: -125916.0178 eV
- HOMO: -11.564 eV

Bonds (Å) are listed after each position.
Geometry (Å):
1 C -5.60 3.96 -0.60  O2 1.413, H36 1.092, H37 1.087, H38 1.097
2 O -5.50 2.62 -1.03  C1 1.413, C3 1.425
3 C -4.57 2.46 -2.10  O2 1.425, C4 1.545, H39 1.089, H40 1.091
4 C -3.17 2.21 -1.50  C3 1.545, C5 1.530, H41 1.085, H42 1.087
5 C -2.92 0.72 -1.24  C4 1.530, C6 1.551, H43 1.093, H44 1.093
6 C -1.50 0.12 -1.43  C5 1.551, C7 1.541, C17 1.542, N31 1.544
7 C -1.46 -0.48 -2.85  C6 1.541, C8 1.548, H45 1.089, H46 1.092
8 C -1.91 0.45 -4.01  C7 1.548, C9 1.545, H47 1.092, H48 1.085
9 C -3.26 0.04 -4.65  C8 1.545, C10 1.542, H49 1.092, H50 1.093
10 C -3.98 1.21 -5.35  C9 1.542, C11 1.544, H51 1.088, H52 1.093
11 C -5.51 1.02 -5.35  C10 1.544, C12 1.518, H53 1.092, H54 1.088
12 C -5.97 0.11 -6.47  C11 1.518, O13 1.440, H55 1.097, H56 1.088
13 O -7.38 0.19 -6.76  C12 1.440, C14 1.359
14 C -8.16 0.47 -5.69  O13 1.359, C15 1.502, O16 1.182
15 C -8.39 -0.58 -4.64  C14 1.502, H57 1.088, H58 1.088, H59 1.090
16 O -8.65 1.55 -5.57  C14 1.182
17 C -0.31 1.03 -1.07  C6 1.542, C18 1.528, N19 1.453, H60 1.107
18 C 0.18 1.95 -2.19  C17 1.528, H61 1.087, H62 1.091, H63 1.087
19 N -0.66 1.79 0.12  C17 1.453, B20 1.478, C24 1.509
20 B 0.36 2.75 0.59  N19 1.478, O21 1.370, O22 1.362
21 O -0.06 3.99 0.96  B20 1.370, H64 0.964
22 O 1.67 2.34 0.62  B20 1.362, C23 1.439
23 C 2.67 3.36 0.74  O22 1.439, H65 1.089, H66 1.088, H67 1.087
24 C -1.03 0.94 1.31  N19 1.509, C25 1.550, C28 1.533, H68 1.096
25 C -2.26 1.60 1.98  C24 1.550, C26 1.537, H69 1.091, H70 1.086
26 C -3.52 0.78 2.33  C25 1.537, N27 1.484, H71 1.097, H72 1.088
27 N -4.70 1.64 2.05  C26 1.484, H73 1.015, H74 1.011
28 C -0.99 -0.55 0.95  C24 1.533, P29 1.834, N31 1.494, H75 1.094
29 P -1.53 -1.73 2.25  C28 1.834, O30 1.488, H76 1.404, H77 1.408
30 O -2.70 -2.52 1.77  P29 1.488
31 N -1.47 -1.02 -0.39  C6 1.544, C28 1.494, C32 1.495, H78 1.028
32 C -0.69 -2.23 -0.79  N31 1.495, C33 1.547, H79 1.086, H80 1.090
33 C -1.57 -3.38 -1.35  C32 1.547, C34 1.533, H81 1.087, H82 1.093
34 C -1.71 -4.59 -0.42  C33 1.533, F35 1.392, H83 1.089, H84 1.088
35 F -1.11 -5.68 -1.04  C34 1.392
36 H -5.85 4.65 -1.40  C1 1.092
37 H -6.35 3.99 0.19  C1 1.087
38 H -4.67 4.30 -0.13  C1 1.097
39 H -4.90 1.55 -2.61  C3 1.089
40 H -4.58 3.34 -2.74  C3 1.091
41 H -2.44 2.73 -2.12  C4 1.085
42 H -3.18 2.75 -0.56  C4 1.087
43 H -3.59 0.16 -1.89  C5 1.093
44 H -3.30 0.51 -0.24  C5 1.093
45 H -0.50 -0.92 -3.10  C7 1.089
46 H -2.21 -1.27 -2.84  C7 1.092
47 H -1.18 0.29 -4.80  C8 1.092
48 H -1.86 1.51 -3.80  C8 1.085
49 H -3.02 -0.67 -5.44  C9 1.092
50 H -3.91 -0.50 -3.96  C9 1.093
51 H -3.68 2.18 -4.96  C10 1.088
52 H -3.67 1.18 -6.40  C10 1.093
53 H -5.76 0.53 -4.41  C11 1.092
54 H -5.98 2.00 -5.42  C11 1.088
55 H -5.76 -0.94 -6.22  C12 1.097
56 H -5.45 0.30 -7.41  C12 1.088
57 H -9.39 -0.99 -4.75  C15 1.088
58 H -8.34 -0.13 -3.65  C15 1.088
59 H -7.64 -1.37 -4.67  C15 1.090
60 H 0.57 0.37 -0.94  C17 1.107
61 H -0.40 2.87 -2.27  C18 1.087
62 H 1.21 2.26 -1.98  C18 1.091
63 H 0.26 1.43 -3.13  C18 1.087
64 H 0.37 4.31 1.76  O21 0.964
65 H 3.56 2.99 0.23  C23 1.089
66 H 2.94 3.49 1.78  C23 1.088
67 H 2.40 4.30 0.25  C23 1.087
68 H -0.20 1.06 2.00  C24 1.096
69 H -1.94 2.08 2.91  C25 1.091
70 H -2.58 2.43 1.37  C25 1.086
71 H -3.63 -0.12 1.71  C26 1.097
72 H -3.57 0.53 3.38  C26 1.088
73 H -4.92 1.56 1.06  N27 1.015
74 H -5.49 1.33 2.59  N27 1.011
75 H 0.08 -0.75 0.92  C28 1.094
76 H -1.82 -1.02 3.42  P29 1.404
77 H -0.46 -2.59 2.54  P29 1.408
78 H -2.43 -1.37 -0.24  N31 1.028
79 H 0.15 -2.00 -1.43  C32 1.086
80 H -0.21 -2.70 0.07  C32 1.090
81 H -1.20 -3.69 -2.33  C33 1.087
82 H -2.57 -2.99 -1.54  C33 1.093
83 H -2.77 -4.84 -0.34  C34 1.089
84 H -1.31 -4.43 0.58  C34 1.088
85 O 5.02 5.21 2.17  P86 1.486
86 P 6.47 5.25 1.81  O85 1.486, O87 1.635, O90 1.624, O93 1.594
87 O 7.21 4.93 3.23  P86 1.635, C88 1.429
88 C 7.10 3.63 3.81  O87 1.429, C89 1.519, H96 1.095, H97 1.089
89 C 7.92 2.59 3.07  C88 1.519, H98 1.092, H99 1.091, H100 1.089
90 O 6.73 6.84 1.65  P86 1.624, C91 1.431
91 C 5.67 7.78 1.49  O90 1.431, C92 1.514, H101 1.089, H102 1.091
92 C 5.31 8.42 2.81  C91 1.514, H103 1.090, H104 1.091, H105 1.091
93 O 7.68 4.82 0.87  P86 1.594, C94 1.444
94 C 8.86 5.63 0.63  O93 1.444, C95 1.510, H106 1.088, H107 1.090
95 C 9.67 5.97 1.85  C94 1.510, H108 1.088, H109 1.091, H110 1.089
96 H 6.05 3.33 3.85  C88 1.095
97 H 7.46 3.72 4.83  C88 1.089
98 H 7.52 2.41 2.07  C89 1.092
99 H 7.91 1.64 3.61  C89 1.091
100 H 8.95 2.92 2.95  C89 1.089
101 H 4.81 7.32 1.01  C91 1.089
102 H 6.04 8.55 0.80  C91 1.091
103 H 5.14 7.67 3.58  C92 1.090
104 H 4.41 9.03 2.71  C92 1.091
105 H 6.12 9.06 3.16  C92 1.091
106 H 8.59 6.52 0.07  C94 1.088
107 H 9.47 5.02 -0.04  C94 1.090
108 H 9.15 6.66 2.51  C95 1.088
109 H 10.60 6.45 1.54  C95 1.091
110 H 9.92 5.08 2.43  C95 1.089
111 O -0.51 -0.18 5.94  P112 1.480
112 P 0.02 -0.61 7.25  O111 1.480, O113 1.615, O116 1.632, O119 1.580
113 O -0.49 0.44 8.36  P112 1.615, C114 1.436
114 C -1.89 0.50 8.69  O113 1.436, C115 1.517, H122 1.093, H123 1.089
115 C -2.35 -0.70 9.51  C114 1.517, H124 1.092, H125 1.090, H126 1.089
116 O 1.59 -0.17 7.15  P112 1.632, C117 1.425
117 C 2.19 0.22 5.92  O116 1.425, C118 1.516, H127 1.090, H128 1.092
118 C 2.20 1.73 5.76  C117 1.516, H129 1.090, H130 1.092, H131 1.090
119 O 0.30 -1.89 8.15  P112 1.580, C120 1.445
120 C 1.45 -2.07 9.00  O119 1.445, C121 1.509, H132 1.088, H133 1.090
121 C 1.61 -1.03 10.09  C120 1.509, H134 1.088, H135 1.091, H136 1.089
122 H -2.48 0.58 7.77  C114 1.093
123 H -2.03 1.41 9.26  C114 1.089
124 H -2.30 -1.62 8.92  C115 1.092
125 H -3.37 -0.56 9.84  C115 1.090
126 H -1.71 -0.84 10.38  C115 1.089
127 H 1.70 -0.26 5.07  C117 1.090
128 H 3.22 -0.15 5.94  C117 1.092
129 H 1.21 2.15 5.95  C118 1.090
130 H 2.53 2.02 4.76  C118 1.092
131 H 2.88 2.18 6.49  C118 1.090
132 H 2.35 -2.16 8.40  C120 1.088
133 H 1.29 -3.04 9.47  C120 1.090
134 H 1.86 -0.06 9.69  C121 1.088
135 H 2.41 -1.34 10.76  C121 1.091
136 H 0.70 -0.93 10.67  C121 1.089
137 O 3.32 -7.43 -5.71  P138 1.473
138 P 1.95 -6.88 -5.74  O137 1.473, O139 1.625, O142 1.624, O145 1.598
139 O 1.19 -7.42 -4.41  P138 1.625, C140 1.429
140 C 1.62 -6.96 -3.13  O139 1.429, C141 1.518, H148 1.093, H149 1.089
141 C 1.23 -5.51 -2.87  C140 1.518, H150 1.093, H151 1.091, H152 1.087
142 O 1.22 -7.78 -6.89  P138 1.624, C143 1.432
143 C 1.97 -8.61 -7.78  O142 1.432, C144 1.514, H153 1.088, H154 1.092
144 C 1.99 -10.04 -7.29  C143 1.514, H155 1.090, H156 1.090, H157 1.091
145 O 1.08 -5.57 -6.04  P138 1.598, C146 1.438
146 C -0.23 -5.58 -6.64  O145 1.438, C147 1.511, H158 1.088, H159 1.092
147 C -1.28 -6.35 -5.88  C146 1.511, H160 1.087, H161 1.091, H162 1.091
148 H 2.71 -7.08 -3.03  C140 1.093
149 H 1.15 -7.60 -2.39  C140 1.089
150 H 1.76 -4.83 -3.54  C141 1.093
151 H 1.45 -5.23 -1.84  C141 1.091
152 H 0.16 -5.37 -3.05  C141 1.087
153 H 2.97 -8.22 -7.94  C143 1.088
154 H 1.45 -8.56 -8.75  C143 1.092
155 H 2.30 -10.10 -6.25  C144 1.090
156 H 2.68 -10.64 -7.89  C144 1.090
157 H 1.00 -10.48 -7.35  C144 1.091
158 H -0.16 -5.92 -7.67  C146 1.088
159 H -0.52 -4.53 -6.68  C146 1.092
160 H -1.09 -7.42 -5.89  C147 1.087
161 H -2.25 -6.17 -6.34  C147 1.091
162 H -1.33 -6.03 -4.83  C147 1.091

DFT (wB97M-V/def2-TZVPD) results for a cluster of 2 separate species, CHCl3FOP in total.

Properties
- Energy relative to the best compared isomer or geometry (same formula, charge and spin): 92.8 kcal/mol
- Gap between HOMO and LUMO (alpha / beta): 6.23 / 9.00 eV
- F_max: 2.481 eV/A
- Spin multiplicity: 1
- DFT total energy: -52672.5775 eV
- HOMO (alpha / beta): -9.213 / -10.039 eV

Bonds (Å) are listed after each position.
Geometry (Å):
1 C -0.14 -0.37 -1.65  F3 1.285, Cl6 1.638, H8 1.067
2 O 0.30 1.52 1.17  P4 1.463
3 F -0.17 -1.28 -2.55  C1 1.285
4 P -0.39 0.25 1.33  O2 1.463, Cl5 2.027, Cl7 2.013
5 Cl -1.34 0.59 3.09  P4 2.027
6 Cl 1.41 -0.07 -1.18  C1 1.638
7 Cl 0.99 -1.18 1.68  P4 2.013
8 H -0.67 0.53 -1.89  C1 1.067